# 1
ORCA calculation (ωB97M-V with the def2-TZVPD basis set) on a structure of composition C33H30BaBrN4O9P2 at a distorted geometry.

CARTESIAN COORDINATES (ANGSTROEM)
C 0.18012 -5.07955 0.92166
H -4.03814 2.97719 -5.24859
O -3.13040 2.89705 1.42658
H -1.91757 -4.87932 -2.76403
H 1.69059 3.25517 -0.97546
Ba -0.42954 1.74267 1.05503
H 2.99100 0.52280 -3.08529
C -0.58659 -6.76124 2.43838
C -1.98649 1.17818 -1.54990
H 0.00239 -6.50447 4.49113
H 1.43697 -1.45628 1.54513
C -0.66718 -1.70085 -2.89696
H -1.57387 7.45077 1.23703
H -2.33026 -1.62897 0.03264
O -1.21900 2.76652 3.09572
H 1.13351 -4.39994 4.10637
C -4.36295 -0.23259 -4.15808
H -1.10743 -7.70210 2.58958
O -1.30531 6.69638 0.70057
C 2.69947 -0.27763 -2.42219
Br 3.30671 -1.94372 -4.64995
C 2.00987 3.70652 3.09338
H 0.05344 -4.33062 -1.09070
C 1.78148 2.33751 -1.58744
C 0.72558 -4.94706 3.28254
H -3.90085 3.65589 3.97039
H 3.31545 1.19963 1.48192
P -2.45393 3.50726 2.57892
O -0.44634 4.54310 0.49227
N 2.05558 2.67455 2.21475
N 5.32114 3.66855 4.75599
C -0.52828 -6.25038 1.15669
C 2.25052 0.01324 -1.13964
H 2.55194 2.49521 -2.32751
N 1.48550 -3.30664 1.48930
C -4.42449 0.86590 -4.98118
H -2.77083 3.13503 -3.11634
C -3.94658 2.13155 -4.57834
H 5.20725 1.67066 2.91662
H 2.87830 4.91863 4.58807
H 6.06006 2.96186 4.86626
C -1.69998 -3.84312 -2.50901
H -4.88975 0.74430 -5.94082
H 0.84682 2.08544 -2.08404
C -1.25420 -1.18410 -1.75470
O -3.03316 3.21782 3.98098
C 1.83744 -2.31990 -0.72044
H -0.44892 -3.41451 -4.16294
C -0.89893 -3.01643 -3.24966
C 3.07140 4.10050 3.90398
O -2.27109 5.06726 2.33009
P -0.84001 5.46324 1.59491
C -1.14976 0.19247 -1.27294
C -3.66860 -0.14218 -2.96333
C 2.24260 -2.64755 -2.03381
N 0.56431 -4.40768 -0.22679
C 0.06158 -6.10344 3.49361
H 2.19052 -3.70417 -2.41233
H -1.88619 2.22378 -1.15840
O 2.18815 1.28890 -0.66160
C -3.04837 1.08575 -2.62015
H 5.09816 4.21328 5.57473
H 1.05859 4.21884 3.16575
H -1.03045 -6.83577 0.36171
H -4.87394 -1.11433 -4.42025
C 4.32334 2.29607 3.01569
O 1.35075 -0.66552 0.93841
C 3.23678 2.00890 2.22965
H -0.03148 -1.08261 -3.53151
O -0.07599 5.96105 2.75111
C 0.78162 -4.40408 1.98445
H -3.63044 -1.09476 -2.37644
C 4.26084 3.38778 3.92131
C -3.21215 2.22248 -3.39969
C 2.72377 -1.61699 -2.85286
C 1.28298 -3.33331 0.19998
C 1.83838 -1.00564 -0.27167
H -2.82720 -3.99144 -0.61139
C -2.21369 -3.36317 -1.26291
C -1.98455 -2.05764 -0.90400

Values from the calculation:
2S+1 = 1
Net charge = -1
Electronic energy = -148420.13707 eV
Energy relative to the best compared isomer or geometry (same formula, charge and spin) = 16.1 kcal/mol



# 2
ORCA calculation (ωB97M-V with the def2-TZVPD basis set) on a structure of composition C33H30BrN9OS2Sn at a distorted geometry.

CARTESIAN COORDINATES (ANGSTROEM)
H 4.72889 -2.49920 -3.77462
H -0.22407 2.18528 -2.69756
H -2.08767 -0.02164 3.14868
Br 9.43297 -9.51284 -3.39721
N -0.76183 -1.73234 -0.82428
S 1.70280 0.41502 2.95390
C 3.71728 -3.17852 -0.57866
H -2.37208 1.88099 -3.94106
C 2.66750 -1.05740 -1.45762
N -7.52399 3.53082 -2.39606
H -1.95179 -3.60485 1.73872
H 1.75098 -2.46678 2.64264
Sn 0.25824 0.33723 0.75913
C 1.44718 1.54953 5.37150
C 4.20187 -2.35851 -2.83818
C 7.37362 -5.94834 -2.85222
H -1.65603 -3.66787 -0.77483
H -3.50996 0.06168 -1.71121
C -0.78811 2.64582 -1.89510
C -1.94715 -2.69252 1.12790
H 7.02161 -9.61498 -1.69227
H -4.81503 4.11709 -0.25116
C -2.90680 2.37109 -3.13292
C -1.10643 -2.95775 -0.13350
C 8.16238 -8.20119 -2.82937
H -2.39481 3.81598 -0.06654
H -0.83454 -1.82329 2.61344
H -3.24412 -1.36148 3.06709
H -2.10907 -1.83589 -2.47364
C 3.18133 -3.78180 1.69387
C 4.39238 -3.35896 -1.85502
C -0.83803 3.00590 4.80348
H 3.28081 -0.53993 -3.44976
C 2.84830 -2.07040 -0.40344
C -4.26740 3.63374 -1.05295
H 7.46394 -4.91386 -3.15523
H 3.30844 -4.41475 2.56230
C 3.39738 -1.27377 -2.66284
H -0.16996 -3.42872 0.17014
S -0.96749 2.36049 2.21496
N -1.40087 3.58740 5.62466
H 0.09788 -1.86192 -1.34049
C -4.98939 3.18028 -2.18832
C -6.37839 3.36938 -2.29921
C -2.91810 3.46997 -0.95118
C -4.25498 2.54532 -3.22209
H -2.97643 -2.50091 0.83166
H -3.61590 1.00296 1.83393
C -2.14002 2.82494 -1.99100
O 1.91776 -0.07042 -1.30824
C -2.96187 -0.54165 -0.98113
H 9.15097 -6.60250 -3.85964
C -0.20462 2.26051 3.76648
C 6.17813 -7.64407 -1.62579
C 8.31078 -6.88673 -3.24012
C 7.10920 -8.58628 -2.01506
H 5.34414 -7.92349 -0.99485
C 0.89141 1.50041 4.06496
C -3.35349 0.03850 1.39907
H -2.61831 1.24015 -0.07017
H -3.62840 -1.35190 -0.67537
C 6.27117 -6.30844 -2.05471
H -4.79448 2.19344 -4.09525
N 5.34216 -5.42052 -1.57280
N 5.19135 -4.36378 -2.26936
C -2.55152 -0.74247 2.47527
N -2.58836 0.25870 0.17999
C -1.74560 -1.12566 -1.71094
H -1.23515 -0.30074 -2.21409
N 1.92339 1.58542 6.42206
C 2.31757 -2.69064 1.74399
H -4.29388 -0.48454 1.18342
N -1.47754 -1.53434 1.88522
C 3.87641 -4.03099 0.53337
H -0.22359 3.04282 -1.06016
H 4.54455 -4.86866 0.45438
N 2.16055 -1.86557 0.73304

Values from the calculation:
2S+1 = 1
Net charge = -2
Electronic energy = -147711.90211 eV
Energy relative to the best compared isomer or geometry (same formula, charge and spin) = 0.0 kcal/mol



# 3
ORCA calculation (ωB97M-V with the def2-TZVPD basis set) on a structure of composition C33H30CuN6O2 at a distorted geometry.

CARTESIAN COORDINATES (ANGSTROEM)
C 10.05909 11.87326 12.76287
C 5.99809 9.40341 8.05088
C 12.31520 13.35071 8.46455
C 8.00738 10.43456 7.18761
H 14.07765 11.86080 5.51990
C 7.91120 9.58743 6.04551
H 5.47072 7.52824 6.90489
H 18.65676 9.66093 7.71852
O 14.33388 13.05699 9.54030
C 11.91238 8.19210 7.64752
N 10.36436 10.73161 10.63770
H 5.99417 11.67166 9.34700
H 13.86141 9.88704 10.36858
H 9.18696 7.67023 10.89802
H 8.24490 10.07663 4.00064
H 9.09770 15.19873 7.27896
N 13.69824 11.45617 8.04875
H 10.96792 4.95244 8.04752
C 14.93835 10.09308 10.42035
H 5.19471 9.32820 8.76838
H 11.07983 16.52601 8.24100
C 9.99353 14.72651 7.73880
C 15.53902 10.72466 6.66416
H 17.23402 9.91935 5.62341
H 15.45312 9.23252 10.87443
C 10.20553 6.64220 9.12683
N 11.21962 12.69214 8.03547
H 17.49863 9.68604 9.87684
C 11.95869 6.83415 7.50695
C 8.96144 12.57830 7.22235
H 14.97246 10.89842 11.15121
C 6.92578 11.18369 9.36721
H 8.85770 10.89331 14.11660
H 15.24085 11.04878 4.60002
H 9.11377 8.67009 4.61693
C 6.00733 8.42961 6.96006
C 12.24162 14.74986 8.57075
H 11.21722 12.53602 11.11322
C 16.92705 9.93379 8.99131
C 9.66214 9.69084 11.12339
C 11.11083 15.42569 8.17921
H 8.25701 8.93287 12.51733
C 16.79807 10.18887 6.59654
C 6.96465 10.33961 8.18091
C 17.53627 9.82202 7.74992
C 9.27314 10.79378 13.15601
C 13.53460 12.60940 8.71516
C 10.58674 11.74230 11.47774
H 10.30240 12.62326 13.49730
C 6.88011 8.63913 5.93366
O 7.93506 13.11291 6.79199
H 12.45676 8.90656 7.05392
C 14.92450 10.94230 7.98017
H 9.42465 6.11100 9.69534
H 7.76636 11.88184 9.45851
C 8.81514 9.66825 4.89795
H 9.71810 10.30456 5.01003
C 8.97804 9.75915 12.32921
H 6.95306 10.58133 10.26249
H 6.77519 8.07152 5.06072
Cu 10.76717 10.73759 8.59002
C 10.12919 13.34227 7.69873
H 14.01235 10.08930 5.40304
C 11.02832 6.02809 8.20014
C 14.66576 10.93764 5.48048
N 9.51975 8.47877 10.39321
H 12.65844 6.46703 6.81788
H 13.06558 15.34202 8.99035
N 9.12792 11.22963 7.41311
C 10.30774 8.02102 9.34234
C 15.60638 10.34936 9.12560
N 11.00690 8.80525 8.50554

Values from the calculation:
2S+1 = 1
Net charge = -1
Electronic energy = -92385.18720 eV
Energy relative to the best compared isomer or geometry (same formula, charge and spin) = 29.7 kcal/mol